[1]
Below is a structure of composition C7H8CoO4 at a distorted geometry, with properties calculated with the ωB97M-V functional and the def2-TZVPD basis.

Structure (XYZ):
```
20
Properties=species:S:1:pos:R:3:forces:R:3
O 1.6145 -0.3954 -4.9586 -0.24 1.27 1.78
C 1.4806 0.2433 -4.0265 0.22 -1.26 -1.74
Co 0.0256 2.2012 0.3490 2.36 -2.48 -0.78
C -1.6742 2.6699 0.0140 -11.26 -0.04 -3.65
C 1.4348 3.2700 0.9807 8.11 4.24 1.01
O -2.7788 2.5738 -0.3906 7.02 1.00 2.74
O 2.4692 3.8063 1.0306 -5.91 -2.83 -0.02
C 0.2523 -2.1014 0.3081 -0.58 0.53 0.53
C -0.5587 -1.4740 1.4381 -0.14 0.56 1.19
C -0.9365 -0.0556 1.0560 -1.27 -1.90 -0.20
O -0.0120 0.3449 0.0098 -0.27 0.36 0.53
C 0.5548 -0.8997 -0.5957 1.23 -1.37 -1.17
H 1.1199 -2.6027 0.7487 0.01 0.31 -0.43
H -0.3722 -2.8588 -0.1697 0.31 0.23 -0.36
H 0.0833 -1.3422 2.3070 -0.37 -0.84 0.40
H -1.5360 -1.9602 1.5974 0.89 -0.27 0.59
H -1.9465 -0.1886 0.6591 0.04 1.03 -0.36
H -0.9311 0.5967 1.9398 0.23 0.40 -0.21
H 1.6291 -0.7232 -0.7339 -0.41 0.18 0.00
H 0.0816 -1.1044 -1.5633 0.02 0.84 0.13
```
Positions in Å, forces in eV/Å.

LUMO (alpha / beta): -10.29 / -12.66 eV
charge: +2
2S+1: 4
gap between HOMO and LUMO (alpha / beta): 8.52 / 6.14 eV

---

[2]
Below is a structure of composition C7H8F6N3O6PS2 at a distorted geometry, with properties calculated with the ωB97M-V functional and the def2-TZVPD basis.

Structure (XYZ):
```
33
Properties=species:S:1:pos:R:3:forces:R:3
C 1.9785 -3.4453 -0.4481 -0.33 -0.37 -0.61
C 0.6706 -2.8102 -0.8016 0.00 0.84 -0.21
C 0.5686 -1.5229 -1.3008 -0.31 -1.03 0.35
C -0.7185 -1.0603 -1.6061 0.39 1.30 -0.24
N -1.8424 -1.6998 -1.4368 -0.07 -0.81 0.13
N -1.7188 -2.9451 -0.9592 0.37 0.90 -0.54
P -3.2320 -3.9569 -0.7171 -0.11 -0.63 0.64
O -3.6058 -4.2436 -2.2414 0.04 0.26 -0.16
O -4.2565 -2.7745 -0.3971 0.36 -0.07 0.02
C -0.5456 -3.4797 -0.6739 0.26 -0.66 0.38
H 2.2025 -3.3734 0.6110 0.06 0.14 0.09
H 2.7565 -2.9926 -1.0535 0.23 0.17 0.23
H 1.9489 -4.4955 -0.7363 0.04 -0.13 0.19
H 1.4405 -0.9079 -1.4595 -0.03 0.23 0.02
H -0.8033 -0.0585 -2.0021 -0.23 0.09 0.05
H -3.6847 -5.1941 -2.3833 -0.04 -0.04 -0.18
H -4.1529 -2.5461 0.5391 -0.35 0.29 0.01
H -0.5561 -4.5011 -0.3138 -0.19 -0.06 0.06
C 2.2705 5.4462 0.2309 -0.33 0.29 0.11
F 3.3845 5.8421 -0.3836 0.08 -0.10 -0.03
F 2.1882 6.0817 1.4018 0.06 -0.05 -0.01
F 1.2255 5.8206 -0.5145 0.06 -0.06 -0.03
S 2.3035 3.6231 0.4645 0.33 0.18 -0.22
O 3.4378 3.3712 1.3035 -0.08 0.02 0.20
O 2.3557 3.0758 -0.8647 -0.24 -0.04 -0.04
N 0.8891 3.5011 1.1798 0.31 -0.54 -0.07
S 0.4074 2.0626 1.5886 -0.02 0.08 0.24
O 1.1213 1.4331 2.6622 0.03 0.01 0.07
O 0.0638 1.2073 0.4787 -0.21 -0.35 -0.41
C -1.2083 2.5493 2.3170 -0.16 0.44 -0.01
F -1.9861 3.1589 1.4170 0.01 -0.11 -0.01
F -1.0469 3.3750 3.3488 0.03 -0.09 0.02
F -1.8558 1.4596 2.7505 0.06 -0.11 -0.04
```
Positions in Å, forces in eV/Å.

LUMO: -2.41 eV
charge: 0
gap between HOMO and LUMO: 6.22 eV